No. 1
{
  "formula": "C6H7NS",
  "method": "ωB97M-V/def2-TZVPD",
  "elements": ["C", "C", "C", "C", "C", "C", "N", "S", "H", "H", "H", "H", "H", "H", "H"],
  "xyz": [[0.74546, 1.14843, -1.01410], [0.85046, 0.01741, -0.36140], [-1.90412, 0.07458, 0.08030], [0.02019, 2.34699, -0.27046], [0.22120, -1.04914, 0.06532], [0.89062, -2.22352, 0.67659], [-1.13326, -0.93004, 0.14680], [-1.77297, 1.80972, -0.15145], [0.97145, 1.26297, -1.98834], [-2.94646, -0.21831, 0.50675], [0.14278, 3.25474, -0.83044], [0.39144, 2.41576, 0.72372], [1.22784, -2.25853, 1.73458], [1.84760, -2.41295, 0.24957], [0.44776, -3.23812, 0.43255]],
  "spin_multiplicity": 3,
  "e_above_lowest_kj_mol": 166.4,
  "orbital_gap_ev": [6.18, 7.23]
}

***

No. 2
{
  "formula": "C6H7O3",
  "method": "ωB97M-V/def2-TZVPD",
  "elements": ["C", "C", "C", "C", "O", "C", "O", "C", "O", "H", "H", "H", "H", "H", "H", "H"],
  "xyz": [[0.49620, -0.19177, -1.25503], [-0.28668, -0.02947, 0.05000], [0.62835, -0.18126, 1.20560], [-1.46148, 1.00244, 0.07097], [-1.53335, 2.21365, -0.01350], [-2.35790, -0.05756, -0.05520], [-3.81884, 0.06351, -0.07299], [-1.42881, -1.08011, -0.01904], [-1.32203, -2.27183, 0.08290], [0.36617, 0.63217, -1.97392], [0.43940, -1.23813, -1.46157], [1.61796, -0.16975, -1.06818], [0.08383, 0.15869, 2.01580], [1.61945, 0.35324, 1.05629], [0.73392, -1.26913, 1.32728], [-3.81730, 0.98165, 0.04883]],
  "total_charge": -1,
  "e_above_lowest_kj_mol": 52.4,
  "orbital_gap_ev": 7.27
}

***

No. 3
{
  "formula": "C6H7O4",
  "method": "ωB97M-V/def2-TZVPD",
  "elements": ["O", "O", "H", "C", "C", "C", "C", "C", "C", "O", "O", "H", "H", "H", "H", "H", "H"],
  "xyz": [[-1.40316, -4.17698, -0.47728], [-1.18804, -4.16784, -1.77578], [-2.28660, -3.92332, -0.02723], [-3.28352, -3.60630, 0.93830], [-2.85469, -3.79435, 2.31097], [-3.00386, -2.75036, 3.16554], [-3.37773, -1.48161, 2.75813], [-3.75559, -1.25309, 1.46799], [-3.75253, -2.27922, 0.52759], [-4.50590, -2.34620, -0.58305], [-4.15108, -4.67052, 0.47923], [-2.61981, -4.82132, 2.66175], [-2.77355, -2.92265, 4.20918], [-3.44635, -0.67184, 3.45885], [-4.10515, -0.28057, 1.16814], [-4.72739, -1.45262, -0.84509], [-4.59808, -4.36024, -0.34469]],
  "spin_multiplicity": 4,
  "e_above_lowest_kj_mol": 62.5,
  "orbital_gap_ev": [6.67, 6.90]
}

***

No. 4
{
  "formula": "C6H7O5P",
  "method": "ωB97M-V/def2-TZVPD",
  "elements": ["C", "C", "C", "C", "O", "C", "C", "O", "P", "O", "O", "O", "H", "H", "H", "H", "H", "H", "H"],
  "xyz": [[2.31084, 0.17177, 1.21658], [1.55893, -0.03885, 0.13901], [1.69276, 0.96686, -1.00009], [0.56690, -1.14335, 0.04269], [0.93489, -2.32338, 0.22511], [-1.01702, -0.67737, -0.14676], [-1.90763, -1.72034, -0.34764], [-3.17752, -1.75778, -0.16750], [-1.49248, 1.04648, 0.05889], [-1.38216, 1.66884, -1.32510], [-0.86063, 1.79894, 1.21644], [-3.04574, 0.75547, 0.54644], [3.19218, 0.83448, 1.20233], [2.06339, -0.18859, 2.19859], [1.23038, 0.51419, -1.84468], [1.08365, 1.80942, -0.59521], [2.69081, 1.13085, -1.08571], [-1.36030, -2.68706, -0.65078], [-3.08128, -0.16059, 0.31739]],
  "total_charge": -2,
  "e_above_lowest_kj_mol": 0.0,
  "orbital_gap_ev": 6.23
}

***

No. 5
{
  "formula": "C6H7OS",
  "method": "ωB97M-V/def2-TZVPD",
  "elements": ["C", "C", "C", "C", "C", "C", "O", "S", "H", "H", "H", "H", "H", "H", "H"],
  "xyz": [[2.49218, 0.17473, 0.94025], [1.37852, -0.16315, 0.57628], [-0.46022, 2.21751, -1.01388], [-0.12093, -1.42014, -1.00089], [-1.04433, -0.22713, 1.08846], [0.08167, -0.34481, 0.11818], [0.33207, 2.59798, -1.84540], [-1.68603, 2.71309, -0.20885], [3.53369, 0.26592, 1.10888], [0.73424, -1.27185, -1.80301], [0.08046, -2.46174, -0.66881], [-1.10195, -1.38920, -1.31163], [-1.68234, -1.06165, 0.81482], [-1.73810, 0.67736, 1.07766], [-0.79894, -0.30691, 2.12795]],
  "total_charge": -1,
  "e_above_lowest_kj_mol": 226.4,
  "orbital_gap_ev": [5.28, 5.33]
}

***

No. 6
{
  "formula": "C6H8",
  "method": "ωB97M-V/def2-TZVPD",
  "elements": ["C", "C", "C", "C", "C", "C", "H", "H", "H", "H", "H", "H", "H", "H"],
  "xyz": [[2.34806, 1.35589, -0.05156], [1.24916, 0.72066, -0.09731], [0.11253, 0.03901, -0.03667], [-0.18874, -0.91828, -1.19599], [-0.81511, 0.06855, 1.14059], [-2.07820, -0.37523, 1.05421], [2.45686, 2.42380, -0.45212], [3.29348, 0.86901, 0.23876], [-1.10843, -0.80675, -1.74422], [0.00994, -1.89538, -0.94141], [0.51294, -0.65523, -1.94125], [-0.53460, 0.59531, 2.09178], [-2.43728, -0.88820, 0.17635], [-2.82059, -0.53316, 1.75885]],
  "e_above_lowest_kj_mol": 189.9,
  "orbital_gap_ev": 9.69
}

***

No. 7
{
  "formula": "C6H8",
  "method": "ωB97M-V/def2-TZVPD",
  "elements": ["C", "C", "C", "C", "C", "C", "H", "H", "H", "H", "H", "H", "H", "H"],
  "xyz": [[-1.61734, 0.88014, -0.21859], [-0.37003, 0.32184, -0.69529], [0.92727, 0.80055, 0.04747], [1.56053, -0.49651, 0.43742], [0.57253, -1.39026, 0.65381], [-0.68570, -0.93395, 0.02758], [-1.77148, 1.28388, 0.76911], [-2.35650, 1.19690, -0.96636], [-0.26499, 0.23989, -1.77924], [0.58505, 1.30851, 0.95973], [1.53686, 1.50600, -0.52139], [2.63225, -0.67338, 0.44094], [0.72786, -2.40273, 1.02543], [-1.47631, -1.64086, -0.18062]],
  "e_above_lowest_kj_mol": 298.2,
  "orbital_gap_ev": [7.71, 7.73]
}

***

No. 8
{
  "formula": "C6H8",
  "method": "ωB97M-V/def2-TZVPD",
  "elements": ["C", "C", "C", "C", "C", "C", "H", "H", "H", "H", "H", "H", "H", "H"],
  "xyz": [[1.68264, -2.00386, 0.08537], [1.34892, -0.90838, 0.44966], [0.94942, 0.44241, 0.81077], [-0.28533, 0.94945, 0.08103], [-1.58927, 0.21596, 0.08810], [-0.78250, 0.29656, -1.16614], [1.98875, -2.96719, -0.24451], [0.79848, 0.49279, 1.88936], [1.78825, 1.10326, 0.58668], [-0.36060, 2.02629, 0.11644], [-2.50064, 0.79743, 0.15608], [-1.61988, -0.74309, 0.58337], [-0.27560, -0.61393, -1.46005], [-1.14266, 0.91230, -1.97618]],
  "e_above_lowest_kj_mol": 173.5,
  "orbital_gap_ev": 11.02
}

***

No. 9
{
  "formula": "C6H8",
  "method": "ωB97M-V/def2-TZVPD",
  "elements": ["C", "C", "C", "C", "C", "C", "H", "H", "H", "H", "H", "H", "H", "H"],
  "xyz": [[0.16778, -0.61844, 1.26846], [1.03100, -0.33327, 0.06504], [0.10018, -0.03071, -1.07959], [-1.30546, -0.13754, -0.54372], [-1.10777, 0.15954, 0.94297], [0.68715, 1.10156, -0.26656], [0.64835, -0.30934, 2.20372], [-0.17886, -1.65742, 1.39200], [2.02052, -0.75373, -0.11462], [0.39808, -0.22706, -2.10955], [-1.99205, 0.55346, -1.04593], [-1.76414, -1.13983, -0.55527], [-0.06553, 1.52482, 0.45714], [1.36073, 1.86796, -0.61408]],
  "e_above_lowest_kj_mol": 396.1,
  "orbital_gap_ev": 8.51
}

***

No. 10
{
  "formula": "C6H8",
  "method": "ωB97M-V/def2-TZVPD",
  "elements": ["C", "C", "C", "C", "C", "C", "H", "H", "H", "H", "H", "H", "H", "H"],
  "xyz": [[-0.52129, 0.44609, 1.41119], [-0.90199, 1.11284, 0.32098], [-0.54291, 0.37267, -0.92400], [0.89810, 0.10835, -1.28511], [0.13388, -0.89833, -0.47104], [0.30142, -0.77706, 1.05130], [-0.70046, 0.75658, 2.43754], [-1.41962, 2.06755, 0.30262], [-1.25382, 0.35428, -1.74480], [1.70439, 0.63173, -0.77621], [1.08912, -0.06438, -2.34187], [-0.16916, -1.85723, -0.88322], [1.35000, -0.56451, 1.30651], [0.03233, -1.68859, 1.59610]],
  "e_above_lowest_kj_mol": 54.8,
  "orbital_gap_ev": 10.03
}

***

No. 11
{
  "formula": "C6H8",
  "method": "ωB97M-V/def2-TZVPD",
  "elements": ["C", "C", "C", "C", "C", "C", "H", "H", "H", "H", "H", "H", "H", "H"],
  "xyz": [[0.18549, 1.01957, 1.42090], [0.93455, 0.15627, 0.34002], [0.64536, -1.01674, -0.49497], [-0.76872, -1.26243, -0.50266], [-1.36711, -0.10073, -0.12501], [-0.32467, 0.89004, 0.04581], [-0.40968, 0.62332, 2.24360], [0.84522, 1.83658, 1.70471], [1.84769, 0.67500, 0.06691], [1.38569, -1.76781, -0.75531], [0.57432, 0.05641, -1.71543], [-1.24308, -2.17554, -0.84615], [-2.42863, 0.09960, -0.02973], [0.12355, 0.96647, -1.35269]],
  "e_above_lowest_kj_mol": 514.8,
  "orbital_gap_ev": 9.63
}

***

No. 12
{
  "formula": "C6H8",
  "method": "ωB97M-V/def2-TZVPD",
  "elements": ["C", "C", "C", "C", "C", "C", "H", "H", "H", "H", "H", "H", "H", "H"],
  "xyz": [[-1.21148, 0.75845, 0.82669], [-1.24300, 0.42066, -0.51518], [-0.03439, -0.28087, -0.86585], [0.72364, -1.58868, -0.12917], [0.74774, -0.28094, 0.38013], [-0.01157, 0.25005, 1.39771], [-2.03282, 1.19501, 1.39021], [-1.92219, 0.83813, -1.25587], [0.37527, -0.20132, -1.86812], [0.23680, -2.34894, 0.46837], [1.43929, -1.91047, -0.88269], [0.19640, 0.13044, 2.45344], [1.15409, 1.72732, -0.89845], [1.58222, 1.29117, -0.50123]],
  "e_above_lowest_kj_mol": 363.1,
  "orbital_gap_ev": 9.20
}

***

No. 13
{
  "formula": "C6H8",
  "method": "ωB97M-V/def2-TZVPD",
  "elements": ["C", "C", "C", "C", "C", "C", "H", "H", "H", "H", "H", "H", "H", "H"],
  "xyz": [[-2.08183, 1.39164, -1.29366], [-1.40709, 0.41586, -1.08411], [-0.59109, -0.76346, -0.76797], [0.77357, -0.42710, -0.15783], [1.02781, -0.69241, 1.30108], [0.91708, 0.71738, 0.80160], [-2.67876, 2.25662, -1.48252], [-1.16406, -1.40170, -0.08311], [-0.44600, -1.35565, -1.67915], [1.61338, -0.59021, -0.82906], [2.00185, -1.06633, 1.60396], [0.19734, -1.08373, 1.88440], [0.01782, 1.27987, 1.03895], [1.82000, 1.31921, 0.74742]],
  "e_above_lowest_kj_mol": 181.0,
  "orbital_gap_ev": 11.10
}

***

No. 14
{
  "formula": "C6H8",
  "method": "ωB97M-V/def2-TZVPD",
  "elements": ["C", "C", "C", "C", "C", "C", "H", "H", "H", "H", "H", "H", "H", "H"],
  "xyz": [[2.89423, -0.21558, -0.32553], [1.72598, -0.28599, -0.03499], [0.38963, -0.16541, 0.54220], [-0.40598, 1.09921, 0.09133], [-1.53485, 0.20321, -0.46655], [-0.82833, -1.03973, 0.11857], [3.90850, -0.12382, -0.64200], [0.55752, -0.23795, 1.62010], [-0.69930, 1.73360, 0.93055], [0.10547, 1.71731, -0.65138], [-2.53720, 0.40590, -0.07753], [-1.58890, 0.20315, -1.55910], [-0.65544, -1.87754, -0.55934], [-1.33132, -1.41635, 1.01368]],
  "e_above_lowest_kj_mol": 177.4,
  "orbital_gap_ev": 10.84
}